No. 1
Here is a 2-piece molecular cluster, C2H3OPS overall from OMol25. Energies are from wB97M-V/def2-TZVPD.

CARTESIAN COORDINATES (ANGSTROEM)
C 1.77820 -0.69868 0.50909
C 1.48134 0.26120 -0.21859
O -1.54757 -1.68011 0.19501
P -2.20298 1.10491 0.29823
S -1.39714 -0.52501 -0.63309
H 1.86487 -1.53495 1.18158
H 1.40312 1.08677 -0.89829
H -1.37983 1.98586 -0.43395

Results
- Energy relative to the best compared isomer or geometry (same formula, charge and spin): 340.14 kJ/mol
- HOMO energy (spin up / spin down): -9.1 / -9.1 eV
- Charge: 0
- Frontier orbital gap (spin up / spin down): 7.71 / 7.72 eV
- LUMO energy (spin up / spin down): -1.4 / -1.4 eV
- DFT total energy: -892.634070 hartree

***

No. 2
Here is C2H3OPS as an isolated structure from OMol25. Energies are from wB97M-V/def2-TZVPD.

CARTESIAN COORDINATES (ANGSTROEM)
C -1.10474 -0.52797 -0.04834
C -1.32477 0.13065 -1.03655
O 1.11628 1.61503 -0.07454
P 1.05101 0.27965 0.50970
S 2.03147 -1.25821 0.08589
H -1.11522 -1.20771 0.76727
H 0.73741 0.47704 1.88754
H -1.39144 0.49152 -2.09097

Results
- Energy relative to the best compared isomer or geometry (same formula, charge and spin): 167.74 kJ/mol
- HOMO energy: -9.9 eV
- Charge: 0
- Frontier orbital gap: 8.94 eV
- LUMO energy: -0.9 eV
- DFT total energy: -892.699735 hartree

***

No. 3
Here is C2H3OSn as an isolated structure from OMol25. Energies are from wB97M-V/def2-TZVPD.

CARTESIAN COORDINATES (ANGSTROEM)
O -0.62043 0.65583 0.36190
C 0.05312 1.38296 -0.55569
Sn 1.90208 0.70416 0.31355
H -1.57970 0.54170 0.23659
C 0.24908 -0.70616 -0.03346
H 0.17551 -1.17489 -1.02082
H -0.17966 -1.40359 0.69794

Results
- Energy relative to the best compared isomer or geometry (same formula, charge and spin): 383.80 kJ/mol
- HOMO energy (spin up / spin down): -13.2 / -13.3 eV
- Charge: +1
- Frontier orbital gap (spin up / spin down): 7.02 / 7.06 eV
- LUMO energy (spin up / spin down): -6.2 / -6.3 eV
- DFT total energy: -366.990567 hartree